# C5H12I2N

A structure of composition C5H12I2N in a non-equilibrium geometry (ωB97M-V/def2-TZVPD, the Open Molecules 2025 dataset).

Structure (XYZ):
```
20
Properties=species:S:1:pos:R:3
C 1.347 2.243 0.443
C -0.876 1.529 -0.313
C 0.478 1.040 0.122
C 0.717 0.167 -1.054
C -1.084 -2.796 1.383
N 0.267 -0.973 -1.377
I -2.327 -2.895 -0.330
I 0.926 -3.639 0.829
H 2.270 1.755 0.888
H 1.714 2.626 -0.481
H 0.914 2.959 1.017
H -1.745 0.756 -0.283
H -0.812 2.017 -1.273
H -1.372 2.248 0.367
H 0.407 0.416 0.984
H 1.394 0.610 -1.783
H -1.492 -3.405 2.137
H -0.333 -1.431 -0.949
H -1.022 -1.764 1.834
H 0.629 -1.463 -2.162
```

Its HOMO-LUMO gap is 8.337 eV. For the electronic energy, the calculation gives -23062.28884 eV. The value obtained for the HOMO energy is -12.72 eV. As for the energy above the lowest of the compared OMol25 structures with the same formula, charge and spin: 47.0 kcal/mol. The net charge is +1. As for the spin multiplicity: 1.

Atomic partial charges in e from the natural (NBO) method, atoms 1 to 8: -0.5787 -0.6303 -0.3188 0.3683 -0.7005 -0.5652 0.1743 0.1159

---

# C19H24N2OS

An isolated molecule of C19H24N2OS (ωB97M-V/def2-TZVPD, the Open Molecules 2025 dataset).

Structure (XYZ):
```
47
Properties=species:S:1:pos:R:3
C 4.864 1.273 -0.356
C 3.453 1.742 -0.229
C 2.431 0.973 0.257
S 0.936 1.857 0.311
C 1.696 3.244 -0.357
C 3.015 3.039 -0.595
H 3.669 3.785 -1.012
H 1.116 4.130 -0.527
C 2.551 -0.370 0.875
O 3.364 -0.564 1.764
N 1.732 -1.344 0.420
C 0.821 -1.255 -0.693
H 0.988 -0.327 -1.240
H 1.029 -2.096 -1.365
C -0.635 -1.345 -0.183
N -1.662 -1.196 -1.201
C -1.481 -1.994 -2.394
H -2.422 -2.012 -2.944
H -0.699 -1.608 -3.065
H -1.234 -3.017 -2.120
C -1.965 0.189 -1.523
C -2.570 0.926 -0.358
C -2.318 2.278 -0.169
C -2.893 2.960 0.889
C -3.726 2.295 1.772
C -3.988 0.948 1.586
C -3.418 0.270 0.524
H -3.617 -0.780 0.370
H -4.642 0.426 2.269
H -4.170 2.825 2.602
H -2.687 4.011 1.027
H -1.669 2.801 -0.858
H -2.700 0.175 -2.336
H -1.082 0.740 -1.891
C -0.801 -2.666 0.579
C 0.228 -2.753 1.704
H 0.145 -3.711 2.219
C 1.640 -2.596 1.141
H 2.384 -2.574 1.938
H 1.869 -3.423 0.458
H 0.045 -1.958 2.429
H -1.812 -2.722 0.982
H -0.661 -3.509 -0.100
H -0.785 -0.526 0.529
H 5.410 1.893 -1.064
H 5.356 1.329 0.614
H 4.901 0.235 -0.680
```

Its HOMO-LUMO gap is 9.104 eV. For the electronic energy, the calculation gives -35955.87692 eV. The value obtained for the HOMO energy is -8.38 eV. As for the energy above the lowest of the compared OMol25 structures with the same formula, charge and spin: 14.1 kcal/mol. Its SMILES is Cc1ccsc1C(=O)N1CCC[C@H](N(C)Cc2ccccc2)C1. As for the spin multiplicity: 1.

Atomic partial charges in e from the natural (NBO) method, atoms 1 to 8: -0.6325 -0.0054 -0.3142 0.4413 -0.4007 -0.2488 0.2220 0.2352

---

# C3H10N

A cluster of 2 separate species, C3H10N in total in a non-equilibrium geometry (ωB97M-V/def2-TZVPD, the Open Molecules 2025 dataset).

Structure (XYZ):
```
14
Properties=species:S:1:pos:R:3
C 5.221 -3.505 0.450
H 5.999 -2.859 0.879
H 4.420 -2.815 0.193
H 4.797 -4.108 1.251
H 5.827 -4.051 -0.266
C -3.414 1.447 0.609
C -2.200 2.203 -1.350
N -2.868 2.490 -0.303
H -2.617 0.994 1.186
H -3.808 0.686 -0.057
H -4.219 1.857 1.205
H -2.115 1.163 -1.641
H -1.895 3.035 -1.970
H -3.127 3.463 -0.189
```

Its HOMO-LUMO gap is 8.407 eV. For the electronic energy, the calculation gives -4755.18255 eV. The value obtained for the HOMO energy is -14.07 eV. As for the energy above the lowest of the compared OMol25 structures with the same formula, charge and spin: 38.8 kcal/mol. The net charge is +1. As for the spin multiplicity: 1.

Atomic partial charges in e from the natural (NBO) method, atoms 1 to 8: -0.8656 0.2132 0.2102 0.2144 0.2278 -0.4359 0.1400 -0.3732

---

# C43H72Cl16FN3O4P2S

A cluster of 8 separate species, C43H72Cl16FN3O4P2S in total in a non-equilibrium geometry (ωB97M-V/def2-TZVPD, the Open Molecules 2025 dataset).

Structure (XYZ):
```
142
Properties=species:S:1:pos:R:3
C 4.024 -7.605 0.347
C 3.732 -6.530 -0.834
O 2.900 -6.885 -1.719
N 4.427 -5.220 -0.836
C 3.445 -4.092 -0.930
C 4.108 -2.826 -1.663
C 3.021 -1.678 -2.085
C 1.918 -1.448 -0.940
C 1.525 0.117 -0.724
N 1.840 0.996 -1.803
C 1.460 2.330 -1.399
C 1.729 3.484 -2.468
C 2.352 3.029 -3.900
C 1.275 2.223 -4.773
F 0.315 3.041 -5.465
C 1.369 4.987 -2.160
P 1.714 6.227 -3.584
O 1.203 5.742 -4.955
C 0.724 5.446 -0.770
C 0.368 6.987 -0.461
Cl 1.833 8.115 -0.734
C -0.982 7.512 -1.173
C -0.818 9.068 -1.637
Cl -1.630 6.437 -2.506
C 0.462 4.290 0.265
C -0.231 4.581 1.703
C -1.778 4.173 1.549
C -2.730 4.629 2.761
C -4.072 3.692 2.700
C -4.522 3.312 1.202
C -6.077 2.925 1.037
C -6.201 1.394 0.519
C -6.808 1.280 -0.988
O -8.005 0.426 -0.892
C -8.491 0.096 -2.188
C -9.308 -1.259 -2.515
O -8.323 0.895 -3.170
C 0.822 2.770 -0.055
N 0.492 1.811 0.969
C 0.848 0.473 0.635
P 0.473 -0.894 1.915
S 2.006 -1.399 2.999
H 4.072 -8.658 -0.123
H 3.246 -7.542 1.190
H 5.059 -7.392 0.813
H 5.156 -5.174 -1.563
H 2.425 -4.386 -1.376
H 3.234 -3.762 0.164
H 4.803 -2.299 -0.900
H 4.730 -3.168 -2.578
H 3.640 -0.758 -2.355
H 2.457 -2.116 -2.999
H 0.961 -2.084 -1.070
H 2.384 -1.778 0.064
H 2.889 3.874 -4.444
H 3.174 2.259 -3.619
H 0.668 1.579 -4.023
H 1.732 1.472 -5.516
H 3.162 6.319 -3.668
H 1.105 7.501 -3.325
H 0.175 7.073 0.679
H -1.806 7.549 -0.358
H -1.872 9.461 -1.939
H -0.512 9.723 -0.732
H -0.118 9.196 -2.530
H 0.251 3.843 2.467
H -0.031 5.627 2.105
H -1.805 3.012 1.530
H -2.132 4.504 0.510
H -3.095 5.697 2.526
H -2.222 4.553 3.792
H -3.839 2.691 3.243
H -4.931 4.169 3.316
H -3.824 2.464 0.834
H -4.337 4.244 0.541
H -6.731 3.161 1.947
H -6.496 3.578 0.173
H -6.934 0.844 1.216
H -5.202 0.830 0.490
H -7.035 2.293 -1.465
H -6.084 0.720 -1.692
H -10.208 -1.411 -1.806
H -8.593 -2.156 -2.471
H -9.757 -1.170 -3.572
H 0.050 -2.039 1.135
H -0.666 -0.426 2.671
Cl -2.688 4.694 6.930
C -1.093 4.392 7.663
C 0.042 4.889 6.789
Cl 0.209 3.931 5.297
H -1.008 3.322 7.861
H -1.080 4.917 8.621
H 0.988 4.804 7.327
H -0.097 5.934 6.507
Cl 6.027 -4.049 -3.771
C 5.066 -5.348 -4.526
C 5.538 -5.668 -5.930
Cl 5.204 -4.343 -7.071
H 4.018 -5.042 -4.514
H 5.169 -6.229 -3.889
H 5.013 -6.549 -6.304
H 6.610 -5.874 -5.955
Cl -11.820 5.259 -3.565
C -10.260 4.416 -3.385
C -10.297 3.372 -2.287
Cl -10.433 4.103 -0.667
H -9.489 5.166 -3.200
H -10.046 3.938 -4.343
H -9.372 2.793 -2.295
H -11.132 2.682 -2.417
Cl -2.941 8.476 2.192
C -4.282 9.643 2.056
C -5.160 9.369 0.851
Cl -4.317 9.698 -0.683
H -3.854 10.647 2.021
H -4.870 9.556 2.972
H -6.037 10.019 0.876
H -5.505 8.333 0.833
Cl 7.538 -9.193 2.174
C 8.406 -9.616 0.675
C 8.653 -8.407 -0.204
Cl 7.146 -7.762 -0.902
H 7.827 -10.381 0.154
H 9.358 -10.057 0.976
H 9.296 -8.683 -1.042
H 9.141 -7.602 0.348
Cl 5.316 -6.595 3.792
C 4.274 -7.568 4.861
C 2.934 -7.880 4.226
Cl 1.916 -6.429 4.054
H 4.157 -7.027 5.802
H 4.811 -8.496 5.067
H 2.381 -8.582 4.854
H 3.053 -8.329 3.239
Cl 6.875 -13.300 0.537
C 6.769 -12.982 2.287
C 5.334 -12.922 2.773
Cl 4.474 -11.491 2.154
H 7.302 -12.052 2.494
H 7.297 -13.796 2.789
H 5.315 -12.857 3.863
H 4.772 -13.810 2.476
```

Its HOMO-LUMO gap is 7.171 eV. For the electronic energy, the calculation gives -290899.01165 eV. The value obtained for the HOMO energy is -8.39 eV. Its SMILES is CC(=O)NCCCCc1nc2c(CCF)c([PH2]=O)c([C@@H](Cl)[C@@H](C)Cl)c(CCCCCCCCOC(C)=O)c2nc1[PH2]=S.ClCCCl.ClCCCl.ClCCCl.ClCCCl.ClCCCl.ClCCCl.ClCCCl. As for the spin multiplicity: 1.

Atomic partial charges in e from the Löwdin method, atoms 1 to 8: -0.0563 -0.3898 0.0070 -0.0049 -0.2202 -0.2161 -0.1896 -0.1797

---

# C2H3NO2

An isolated molecule of C2H3NO2 in a non-equilibrium geometry (ωB97M-V/def2-TZVPD, the Open Molecules 2025 dataset).

Structure (XYZ):
```
8
Properties=species:S:1:pos:R:3
C 1.510 0.329 -0.030
C 0.289 -0.438 -0.048
N -2.001 -0.369 -0.067
O 2.658 -0.066 -0.051
O -1.042 0.382 -0.099
H 1.417 1.380 0.217
H 0.069 -1.398 0.162
H -2.900 0.180 -0.083
```

Its HOMO-LUMO gap (spin up / spin down) is 9.336 / 7.987 eV. For the electronic energy, the calculation gives -7701.37611 eV. The value obtained for the HOMO energy (spin up / spin down) is -8.40 / -10.09 eV. As for the energy above the lowest of the compared OMol25 structures with the same formula, charge and spin: 82.0 kcal/mol. As for the spin multiplicity: 3.

Partial charges, natural (NBO), in e: 0.2339 0.1945 -0.2858 -0.4637 -0.3105 0.1395 0.1876 0.3045

---

# C2H9NO2

A cluster of 2 separate species, C2H9NO2 in total in a non-equilibrium geometry (ωB97M-V/def2-TZVPD, the Open Molecules 2025 dataset).

Structure (XYZ):
```
14
Properties=species:S:1:pos:R:3
C 0.699 0.431 -2.438
O -0.624 0.048 -2.029
H 1.252 0.282 -1.507
H 1.155 -0.094 -3.285
H 0.657 1.487 -2.638
H -1.140 -0.550 -2.563
N 0.281 0.611 2.208
C -0.688 -0.429 1.998
O -0.316 -1.454 1.132
H 1.265 0.340 2.266
H -0.054 1.507 1.853
H -0.656 -1.042 2.940
H -1.676 -0.018 1.841
H -0.155 -1.119 0.221
```

Its HOMO-LUMO gap (spin up / spin down) is 10.254 / 4.726 eV. For the electronic energy, the calculation gives -7794.65062 eV. The value obtained for the HOMO energy (spin up / spin down) is -14.00 / -13.99 eV. As for the energy above the lowest of the compared OMol25 structures with the same formula, charge and spin: 47.8 kcal/mol. The net charge is +1. As for the spin multiplicity: 2.

Atomic partial charges in e from the natural (NBO) method, atoms 1 to 8: -0.2398 -0.7825 0.1465 0.2013 0.1864 0.4952 -0.3001 0.0009